A cluster of 2 separate species, C16H25F2NO6PSSi in total in a non-equilibrium geometry, computed with ωB97M-V/def2-TZVPD.

Last column: natural (NBO) charge in e.
CARTESIAN COORDINATES (ANGSTROEM)
C1 4.51 -2.92 0.98  -0.2198
C2 4.63 -2.21 0.02  -0.0293
C3 4.99 -1.31 -1.08  -0.4823
C4 4.31 0.08 -1.01  -0.4178
C5 4.09 0.63 0.41  -0.2459
N1 2.60 0.75 0.69  -0.6971
P1 2.11 2.53 0.04  1.5724
O1 0.75 2.28 -0.79  -0.9709
O2 1.63 3.33 1.35  -0.9741
C6 2.32 0.45 2.13  0.8518
F1 2.71 -0.82 2.38  -0.3241
F2 3.14 1.24 2.85  -0.3302
C7 0.87 0.63 2.55  -0.4862
C8 -0.12 0.32 1.40  -0.8807
Si1 -1.69 -0.69 1.80  1.6554
C9 -1.17 -2.51 1.66  -1.1079
C10 -2.45 -0.31 3.48  -1.1213
C11 -2.78 -0.31 0.34  -0.5738
C12 -2.93 1.05 0.02  -0.1730
C13 -3.62 1.45 -1.11  -0.2370
C14 -4.16 0.47 -1.93  -0.1540
C15 -4.07 -0.87 -1.61  -0.1697
C16 -3.38 -1.28 -0.47  -0.2084
H1 4.42 -3.55 1.83  0.2453
H2 6.07 -1.20 -1.17  0.2418
H3 4.67 -1.79 -2.01  0.2546
H4 3.38 0.03 -1.60  0.2118
H5 4.94 0.78 -1.55  0.2393
H6 4.58 0.06 1.19  0.2561
H7 4.49 1.64 0.43  0.2263
H8 2.16 -0.01 0.16  0.4527
H9 0.83 1.55 -1.42  0.5375
H10 0.66 3.46 1.32  0.5245
H11 0.71 -0.04 3.40  0.2442
H12 0.73 1.63 2.94  0.2389
H13 -0.50 1.28 1.03  0.2435
H14 0.33 -0.20 0.56  0.2038
H15 -1.84 -3.18 2.20  0.2408
H16 -1.14 -2.74 0.60  0.2511
H17 -0.15 -2.62 2.04  0.2166
H18 -2.08 0.62 3.93  0.2280
H19 -3.53 -0.30 3.41  0.2621
H20 -2.20 -1.13 4.16  0.2341
H21 -2.47 1.82 0.64  0.1545
H22 -3.68 2.50 -1.36  0.2147
H23 -4.67 0.76 -2.86  0.3266
H24 -4.48 -1.63 -2.27  0.2462
H25 -3.25 -2.32 -0.22  0.1929
O3 -2.66 1.15 -6.23  -1.1255
S1 -3.89 0.44 -5.79  2.5650
O4 -4.71 0.06 -6.95  -1.1060
O5 -4.68 1.34 -4.88  -1.1484
O6 -3.50 -0.78 -5.00  -1.1491

Computed properties:
Charge   -1
HOMO energy   -1.433 eV
M   456.50 g mol⁻¹
Orbital gap   2.0604 eV